[1]
The following is a DFT calculation (the ωB97M-V functional and the def2-TZVPD basis) of a cluster of 4 separate species, C8H24O8 in total at a distorted geometry.

Values from the calculation:
- HOMO level (eV) = -9.76
- LUMO (eV) = 0.20
- SMILES string = OCCO.OCCO.OCCO.OCCO
- calculated total energy (Ha) = -920.7815

Last column: natural (NBO) charge in e.
Cartesian coordinates (Å):
O  40.763  54.943  0.934  -0.70
C  42.218  55.065  0.937  -0.10
C  42.810  55.117  -0.421  -0.12
O  44.211  55.318  -0.236  -0.69
H  40.592  54.170  0.907  0.45
H  42.581  56.072  1.433  0.19
H  42.598  53.965  1.481  0.19
H  42.407  55.870  -1.094  0.20
H  42.348  54.106  -1.035  0.18
H  44.328  56.068  0.052  0.45
O  47.126  52.359  -4.857  -0.73
C  46.567  53.679  -4.614  -0.08
C  45.093  53.593  -4.019  -0.08
O  44.647  54.749  -3.425  -0.71
H  48.071  52.502  -5.331  0.47
H  47.147  54.251  -3.922  0.16
H  46.737  54.264  -5.647  0.15
H  45.211  52.923  -3.197  0.16
H  44.298  52.891  -4.652  0.17
H  44.776  54.721  -2.529  0.48
O  36.213  54.330  0.142  -0.72
C  37.580  54.727  0.102  -0.10
C  37.668  55.837  -0.904  -0.08
O  39.145  55.924  -1.068  -0.81
H  36.077  54.339  1.142  0.46
H  37.731  55.032  1.114  0.16
H  38.117  53.735  -0.084  0.16
H  37.374  56.829  -0.402  0.19
H  37.095  55.638  -1.977  0.20
H  39.762  55.547  -0.300  0.49
O  40.626  58.141  5.347  -0.70
C  40.571  58.496  4.047  -0.08
C  39.635  57.568  3.298  -0.09
O  39.410  57.933  1.939  -0.72
H  39.752  58.017  5.687  0.46
H  40.170  59.475  3.978  0.16
H  41.583  58.458  3.819  0.18
H  38.648  57.335  3.742  0.17
H  40.055  56.479  3.085  0.14
H  39.945  57.165  1.614  0.48



[2]
The following is a DFT calculation (the ωB97M-V functional and the def2-TZVPD basis) of a structure of composition C43H43BrNO5OsP3Te at a distorted geometry.

Values from the calculation:
- HOMO level (alpha / beta) (eV) = -13.03 / -12.99
- charge = +2
- LUMO (alpha / beta) (eV) = -4.53 / -8.64
- expectation value of S² = 6.03
- 2S+1 = 5
- calculated total energy (Ha) = -6051.6296

Last column: Löwdin spin population.
Cartesian coordinates (Å):
Os  -0.989  0.775  0.207  1.66
C  1.510  -1.080  -0.238  0.10
N  2.038  -1.022  1.085  0.43
C  1.131  -0.860  2.182  0.09
P  0.130  0.741  2.226  0.09
C  1.276  2.088  2.630  0.01
C  2.406  1.883  3.416  0.00
C  3.270  2.933  3.670  0.00
C  2.975  4.204  3.204  0.00
C  1.814  4.430  2.479  0.00
C  0.975  3.372  2.173  0.01
C  -0.966  0.599  3.668  0.00
C  -1.867  -0.461  3.756  0.01
C  -2.812  -0.495  4.763  0.00
C  -2.881  0.543  5.680  0.00
C  -1.982  1.595  5.608  0.00
C  -1.028  1.632  4.607  0.00
C  3.309  -1.580  1.354  0.05
C  3.676  -2.825  0.840  0.06
C  4.916  -3.357  1.139  0.00
C  5.806  -2.661  1.942  0.07
C  5.446  -1.423  2.452  0.00
C  4.210  -0.880  2.156  0.06
P  1.085  0.675  -0.843  0.06
C  0.873  0.631  -2.646  0.01
C  1.838  0.075  -3.481  0.00
C  1.605  0.020  -4.843  0.00
C  0.436  0.538  -5.379  0.00
C  -0.495  1.148  -4.555  0.00
C  -0.280  1.199  -3.190  0.00
C  2.682  1.505  -0.566  0.00
C  3.907  0.845  -0.622  0.00
C  5.074  1.554  -0.410  0.00
C  5.036  2.918  -0.170  0.00
C  3.821  3.582  -0.141  0.00
C  2.647  2.877  -0.338  0.00
H  0.571  -1.663  -0.272  0.02
H  2.224  -1.543  -0.919  0.01
H  1.677  -0.974  3.124  0.00
H  0.352  -1.663  2.134  0.03
H  2.597  0.918  3.856  0.00
H  4.169  2.761  4.243  0.00
H  3.643  5.021  3.425  0.00
H  1.577  5.431  2.147  0.00
H  0.071  3.524  1.588  0.01
H  -1.852  -1.252  3.017  0.02
H  -3.499  -1.324  4.834  0.00
H  -3.637  0.531  6.448  0.00
H  -2.028  2.393  6.333  0.00
H  -0.341  2.463  4.553  0.00
H  2.978  -3.400  0.250  0.00
H  5.190  -4.325  0.754  0.00
H  6.775  -3.078  2.161  0.00
H  6.135  -0.872  3.071  0.00
H  3.942  0.102  2.509  0.00
H  2.767  -0.295  -3.067  0.00
H  2.348  -0.417  -5.490  0.00
H  0.256  0.473  -6.440  0.00
H  -1.386  1.586  -4.977  0.00
H  -1.011  1.688  -2.557  0.00
H  3.966  -0.211  -0.826  0.00
H  6.018  1.034  -0.441  0.00
H  5.954  3.463  -0.019  0.00
H  3.789  4.648  0.020  0.00
H  1.690  3.381  -0.320  0.00
C  -4.559  -1.559  -3.492  0.00
C  -3.312  -2.418  -3.473  0.00
O  -2.960  -2.730  -2.113  0.01
P  -1.663  -2.101  -1.469  0.06
O  -1.633  -0.606  -1.445  0.09
Te  -1.655  -3.050  0.732  0.83
O  -0.432  -2.487  -2.412  0.01
C  -0.226  -3.776  -3.007  0.00
C  0.410  -3.563  -4.370  0.00
H  -4.847  -1.349  -4.519  0.00
H  -4.354  -0.619  -2.985  0.00
H  -5.375  -2.071  -2.986  0.00
H  -2.475  -1.899  -3.952  0.00
H  -3.485  -3.377  -3.968  0.00
H  -1.174  -4.309  -3.101  0.00
H  0.430  -4.362  -2.353  0.00
H  -0.307  -3.133  -5.067  0.00
H  0.767  -4.511  -4.765  0.00
H  1.246  -2.876  -4.268  0.00
Br  -4.712  2.291  -2.466  0.01
C  -5.590  1.155  -1.226  0.00
C  -6.912  0.806  -1.453  0.00
C  -7.571  -0.002  -0.542  0.00
C  -6.917  -0.467  0.591  0.00
C  -5.595  -0.140  0.803  0.00
C  -4.914  0.671  -0.104  0.00
C  -3.489  0.949  0.112  0.01
O  -2.854  1.799  -0.565  0.11
O  -2.843  0.283  0.980  0.03
H  -7.421  1.167  -2.333  0.00
H  -8.602  -0.270  -0.713  0.00
H  -7.435  -1.084  1.304  0.00
H  -5.069  -0.486  1.678  0.00



[3]
The following is a DFT calculation (the ωB97M-V functional and the def2-TZVPD basis) of a structure of composition C22H14BrF5N2O2PdS.

Values from the calculation:
- HOMO level (eV) = -8.26
- LUMO (eV) = -0.80
- calculated total energy (Ha) = -4706.0809

Last column: natural (NBO) charge in e.
Cartesian coordinates (Å):
Pd  -0.341  0.854  1.134  0.68
O  1.318  4.483  0.263  -0.70
C  2.398  3.672  0.234  0.41
C  3.591  4.161  0.755  -0.29
C  4.728  3.373  0.755  -0.18
C  4.691  2.083  0.243  -0.26
C  3.504  1.601  -0.288  -0.19
C  2.354  2.379  -0.314  -0.19
C  1.061  1.919  -0.966  0.23
O  -0.059  2.253  -0.221  -0.76
N  1.083  0.463  -1.217  -0.42
N  0.479  -0.300  -0.314  -0.21
C  0.395  -1.576  -0.372  -0.06
C  -0.251  -2.338  0.691  -0.08
Br  -0.885  -1.325  2.211  0.21
C  -0.415  -3.659  0.733  -0.20
C  -0.069  -4.591  -0.357  -0.09
C  0.631  -5.760  -0.058  -0.19
C  0.971  -6.651  -1.063  -0.20
C  0.598  -6.396  -2.376  -0.20
C  -0.123  -5.250  -2.678  -0.21
C  -0.457  -4.353  -1.675  -0.16
H  0.519  3.916  0.203  0.52
H  3.597  5.161  1.168  0.22
H  5.648  3.765  1.170  0.21
H  5.575  1.461  0.255  0.21
H  3.472  0.597  -0.694  0.20
H  0.962  2.393  -1.953  0.18
H  1.338  0.067  -2.109  0.39
H  0.836  -2.131  -1.194  0.21
H  -0.820  -4.098  1.638  0.23
H  0.919  -5.963  0.966  0.22
H  1.523  -7.549  -0.820  0.22
H  0.857  -7.096  -3.159  0.22
H  -0.438  -5.059  -3.696  0.22
H  -1.052  -3.478  -1.907  0.21
F  -6.438  3.153  0.014  -0.29
C  -5.265  2.957  0.613  0.27
C  -4.233  3.862  0.436  0.30
F  -4.420  4.931  -0.340  -0.29
C  -3.017  3.649  1.061  0.33
F  -2.054  4.544  0.853  -0.29
C  -2.789  2.545  1.879  -0.30
S  -1.236  2.303  2.678  -0.14
C  -3.849  1.658  2.033  0.34
F  -3.705  0.560  2.785  -0.30
C  -5.071  1.847  1.415  0.26
F  -6.062  0.967  1.583  -0.29



[4]
The following is a DFT calculation (the ωB97M-V functional and the def2-TZVPD basis) of a structure of composition C16H21N3O7S3Tb at a distorted geometry.

Values from the calculation:
- HOMO level (alpha / beta) (eV) = -8.79 / -8.79
- charge = +1
- LUMO (alpha / beta) (eV) = -4.35 / -4.35
- expectation value of S² = 12.67
- 2S+1 = 7
- calculated total energy (Ha) = -3332.2617

Last column: Löwdin spin population.
Cartesian coordinates (Å):
Tb  0.041  0.239  0.035  6.11
C  3.801  2.464  2.939  0.00
N  2.394  2.125  2.908  0.00
C  1.489  3.163  3.361  0.00
C  1.926  1.049  2.303  0.00
O  0.707  0.802  2.165  -0.01
C  2.914  0.015  1.734  0.00
O  2.170  -0.954  0.998  -0.01
C  1.955  -2.213  1.619  0.00
C  0.468  -2.582  1.519  0.00
O  -0.322  -1.777  0.997  -0.01
N  0.060  -3.752  1.994  0.00
C  0.899  -4.790  2.552  0.00
C  -1.353  -4.086  1.947  0.00
H  3.969  3.183  3.738  0.00
H  4.096  2.930  1.996  0.00
H  4.419  1.589  3.122  0.00
H  1.724  3.431  4.390  0.00
H  0.465  2.799  3.302  0.00
H  1.599  4.043  2.724  0.00
H  3.494  -0.455  2.534  0.00
H  3.590  0.496  1.015  0.00
H  2.250  -2.190  2.674  0.00
H  2.552  -2.958  1.076  0.00
H  1.952  -4.552  2.471  0.00
H  0.716  -5.723  2.019  0.00
H  0.654  -4.948  3.605  0.00
H  -1.924  -3.178  1.771  0.00
H  -1.654  -4.526  2.897  0.00
H  -1.552  -4.798  1.145  0.00
O  0.959  -1.886  -3.888  0.00
C  0.378  -1.396  -2.805  0.00
O  0.977  -1.246  -1.733  -0.01
C  -1.037  -1.033  -2.935  0.00
C  -1.835  -1.300  -4.051  0.00
C  -3.171  -0.941  -4.008  0.00
C  -3.681  -0.322  -2.863  0.00
C  -2.822  -0.075  -1.798  0.00
N  -1.520  -0.412  -1.835  -0.01
C  -3.189  0.530  -0.483  0.00
O  -4.399  1.022  -0.293  0.00
O  -2.362  0.548  0.420  -0.01
H  1.908  -2.047  -3.745  0.00
H  -1.403  -1.780  -4.915  0.00
H  -3.821  -1.145  -4.843  0.00
H  -4.730  -0.066  -2.825  0.00
H  -4.969  1.000  -1.075  0.00
S  2.429  4.221  0.162  0.00
C  1.453  2.954  -0.284  0.00
S  -0.244  2.965  -0.011  -0.02
S  2.162  1.559  -1.026  -0.02